{
  "formula": "C6H12N2Si",
  "method": "ωB97M-V/def2-TZVPD",
  "mol_weight_g_mol": 140.26,
  "de_lowest_kcal_mol": 86.7,
  "orbital_gap_ev": 9.6,
  "species": ["Si", "N", "N", "C", "C", "C", "C", "C", "C", "H", "H", "H", "H", "H", "H", "H", "H", "H", "H", "H", "H"],
  "xyz": [[-0.1626, -0.0462, 0.0423], [3.0380, -1.3570, 0.2698], [0.7004, 1.5047, 0.4500], [-2.0074, 0.2553, -0.0339], [2.4854, 1.0601, 0.6512], [0.1331, -1.1002, -1.5914], [-0.0398, -1.2647, 1.4845], [2.8597, -0.2394, 0.3931], [1.7931, 1.8564, -0.3810], [-2.4172, -0.1261, -0.9727], [-0.5388, -0.8324, 2.4116], [0.8638, -1.8150, -1.4112], [0.5617, -0.5775, -2.4324], [-2.4000, 1.2697, 0.1165], [2.9424, 1.5228, 1.4188], [-2.3440, -0.2787, 0.7856], [1.7250, 1.5903, -1.4034], [2.0853, 2.9061, -0.3035], [-0.7739, -2.0312, 1.1721], [-0.7697, -1.4634, -2.1846], [0.8481, -1.7678, 1.5177]],
  "mulliken_charge": [0.61, -0.48, -0.33, -1.19, -0.48, -1.32, -1.16, 0.33, -0.27, 0.30, 0.26, 0.46, 0.41, 0.34, 0.52, 0.32, 0.26, 0.28, 0.29, 0.31, 0.52]
}



{
  "formula": "C6H12N3O2",
  "method": "ωB97M-V/def2-TZVPD",
  "mol_weight_g_mol": 158.18,
  "de_lowest_kcal_mol": 33.6,
  "smiles": "CO[C@@H]1NC(=[NH2+])CC(=O)N1C",
  "orbital_gap_ev": 10.0,
  "charge": 1,
  "species": ["O", "O", "N", "N", "N", "C", "C", "C", "C", "C", "C", "H", "H", "H", "H", "H", "H", "H", "H", "H", "H", "H", "H"],
  "xyz": [[-1.4136, 0.0131, 0.4232], [2.5950, 1.3289, 0.8336], [0.1013, -1.2577, -0.7595], [0.6370, 1.0492, -0.2309], [1.8220, -2.7068, -0.3004], [1.6460, 0.6563, 0.5885], [-1.7237, 1.1549, 1.2814], [1.0815, -1.6679, 0.0152], [0.7915, 2.3589, -0.8684], [-0.4495, 0.1275, -0.5535], [1.5637, -0.7945, 1.0880], [2.5693, -3.0521, 0.2830], [-1.8679, 2.0964, 0.7814], [1.5173, -3.4038, -0.8778], [-0.8615, 0.3950, -1.5863], [2.4685, -1.2070, 1.5120], [-0.2000, 2.8721, -0.8311], [0.8745, 2.2178, -2.0123], [-0.8277, 1.3084, 1.9273], [0.0624, -1.5578, -1.7348], [1.5673, 2.9394, -0.3670], [0.8314, -0.6148, 1.7913], [-2.5871, 0.8674, 2.0161]],
  "mulliken_charge": [-0.37, -0.57, -0.20, 0.04, -0.34, 0.68, -0.59, 0.72, -0.93, -0.20, -0.92, 0.24, 0.28, 0.22, 0.38, 0.36, 0.31, 0.30, 0.27, 0.32, 0.35, 0.37, 0.27]
}



{
  "formula": "C6H12N3O2S",
  "method": "ωB97M-V/def2-TZVPD",
  "mol_weight_g_mol": 190.25,
  "de_lowest_kcal_mol": 168.2,
  "orbital_gap_ev": [5.7, 5.7],
  "charge": 1,
  "species": ["S", "O", "O", "N", "N", "N", "C", "C", "C", "C", "C", "C", "H", "H", "H", "H", "H", "H", "H", "H", "H", "H", "H", "H"],
  "xyz": [[2.0676, -0.1397, -0.5084], [1.8645, -0.6390, 0.8476], [1.6354, 1.1713, -0.9302], [-1.3294, 3.2905, -0.4986], [-1.0778, 0.4171, -0.3002], [3.6444, -0.5752, -0.9878], [0.1831, -2.2015, -1.2698], [-1.1889, -0.3383, 0.6563], [1.0488, -1.2821, -1.3571], [-1.5359, -1.7966, 0.5050], [-1.0878, 0.2183, 2.0282], [-1.0951, -2.5876, -0.4989], [4.3518, -0.5667, -0.2834], [-1.3919, -0.5247, 2.8695], [-1.6231, 1.2282, 2.1672], [-0.3803, 3.7402, -0.3013], [-0.9773, 1.4756, -0.1370], [-0.0370, 0.3840, 2.0777], [-1.4692, -3.5267, -0.8111], [-2.1995, -2.1169, 1.3271], [-1.8136, 3.4960, 0.3965], [-1.8599, 3.7590, -1.2730], [4.0002, 0.0428, -1.6761], [0.2709, -2.9279, -2.0425]],
  "mulliken_charge": [1.16, -0.52, -0.52, -0.87, -0.50, -0.53, 0.25, 0.99, -0.15, -0.42, -1.05, -0.57, 0.31, 0.38, 0.26, 0.26, 0.22, 0.26, 0.45, 0.38, 0.27, 0.23, 0.31, 0.37]
}



{
  "formula": "C6H12N3S",
  "method": "ωB97M-V/def2-TZVPD",
  "mol_weight_g_mol": 158.25,
  "de_lowest_kcal_mol": 97.3,
  "orbital_gap_ev": [7.4, 7.4],
  "charge": 1,
  "species": ["S", "N", "N", "N", "C", "C", "C", "C", "C", "C", "H", "H", "H", "H", "H", "H", "H", "H", "H", "H", "H", "H"],
  "xyz": [[-3.0373, 1.0768, -0.3503], [0.1414, -0.0789, 0.3908], [-1.9604, -1.3033, -0.3957], [0.5713, 1.8513, -0.7704], [0.1033, -1.5276, 0.6584], [-0.8907, -2.3156, -0.0848], [0.4687, 0.4147, -0.9506], [-1.9110, -0.1154, 0.0649], [1.0098, 1.9978, 0.6429], [0.4308, 0.8253, 1.3218], [1.4323, -0.0191, -1.2896], [1.1236, 2.4451, -1.3748], [0.6701, 2.9932, 1.0444], [-0.5900, -2.7129, -1.0423], [-1.2906, -3.2119, 0.4557], [-0.4448, 0.3520, -1.6779], [0.4418, 0.7299, 2.3687], [1.1884, -1.9076, 0.6580], [-2.6609, -1.7281, -0.9644], [2.0507, 1.8118, 0.7827], [-0.1432, -1.7470, 1.7011], [-2.2215, 2.0984, -0.1474]],
  "mulliken_charge": [-0.17, 0.38, -0.09, -0.30, -0.63, -0.56, -0.52, -0.06, -0.72, -0.26, 0.35, 0.28, 0.35, 0.33, 0.32, 0.29, 0.53, 0.43, 0.22, 0.34, 0.34, 0.14]
}



{
  "formula": "C6H12N3S",
  "method": "ωB97M-V/def2-TZVPD",
  "mol_weight_g_mol": 158.25,
  "de_lowest_kcal_mol": 17.1,
  "smiles": "CS[C@]1(C)N=CCC(=[NH2+])N1",
  "orbital_gap_ev": 8.9,
  "charge": 1,
  "species": ["S", "N", "N", "N", "C", "C", "C", "C", "C", "C", "H", "H", "H", "H", "H", "H", "H", "H", "H", "H", "H", "H"],
  "xyz": [[2.1777, 0.6705, 0.0864], [0.5185, -1.2533, -0.3402], [-0.3291, 0.5754, 0.9510], [-2.3529, 1.5386, 0.3773], [1.1419, -1.0186, 1.9841], [0.8002, -0.3523, 0.6699], [-1.8747, -0.5467, -0.6633], [-0.5780, -1.2522, -0.9461], [2.3459, 0.7784, -1.7224], [-1.5362, 0.5491, 0.3117], [-0.5329, -1.9192, -1.7945], [2.2015, -0.3051, -2.0508], [3.3242, 1.0847, -1.8007], [-2.3871, -0.2191, -1.6594], [1.7482, 1.4369, -2.4041], [-0.1550, 1.3164, 1.6232], [-2.6527, -1.3066, -0.4450], [0.2909, -1.2980, 2.5725], [1.7751, -1.9154, 1.7143], [1.6123, -0.4092, 2.7208], [-2.2783, 2.3815, 0.9006], [-3.2594, 1.4642, -0.0852]],
  "mulliken_charge": [-0.08, -0.58, -0.17, -0.34, -1.42, 0.70, -0.68, -0.21, -0.83, 0.58, 0.45, 0.28, 0.38, 0.35, 0.28, 0.28, 0.39, 0.38, 0.35, 0.43, 0.22, 0.24]
}



{
  "formula": "C6H12N4S",
  "method": "ωB97M-V/def2-TZVPD",
  "mol_weight_g_mol": 172.26,
  "de_lowest_kcal_mol": 0.0,
  "orbital_gap_ev": 8.9,
  "species": ["S", "N", "N", "N", "N", "C", "C", "C", "C", "C", "C", "H", "H", "H", "H", "H", "H", "H", "H", "H", "H", "H", "H"],
  "xyz": [[-0.1671, -0.1073, -1.8299], [0.0713, 1.1718, 0.3929], [-1.9152, 0.9100, 1.3744], [-1.5078, -0.0884, -0.7577], [2.1396, 0.9205, -0.6974], [0.7769, 0.7413, -0.6406], [-3.2356, 0.3634, 1.5686], [-1.1653, 0.6500, 0.2315], [3.4153, -1.0196, -1.6874], [-3.0910, -1.0733, 2.0461], [2.9316, 0.4680, -1.8758], [4.0118, -1.4472, -2.5442], [3.9898, 0.9591, -1.9216], [2.5501, 1.4110, 0.0701], [2.4557, 0.6008, -2.8868], [-2.4558, -1.6309, 1.3952], [-3.6671, 0.3891, 0.5806], [-3.8236, 1.0290, 2.2878], [-4.0806, -1.4973, 2.0390], [-2.5721, -1.1909, 2.9840], [2.5279, -1.6912, -1.4843], [-1.2531, 1.1362, 2.1817], [4.0646, -1.0041, -0.8262]],
  "mulliken_charge": [-0.02, -0.59, -0.26, -0.52, -0.17, 0.50, -0.35, 0.38, -0.86, -1.07, -0.58, 0.32, 0.27, 0.25, 0.33, 0.31, 0.29, 0.28, 0.34, 0.31, 0.27, 0.28, 0.29]
}



{
  "formula": "C6H12N5",
  "method": "ωB97M-V/def2-TZVPD",
  "mol_weight_g_mol": 154.20,
  "de_lowest_kcal_mol": 104.0,
  "smiles": "NN1C=C2N(N)C=CC[N@H+]2C1",
  "orbital_gap_ev": 8.9,
  "charge": 1,
  "species": ["N", "N", "N", "N", "N", "C", "C", "C", "C", "C", "C", "H", "H", "H", "H", "H", "H", "H", "H", "H", "H", "H", "H"],
  "xyz": [[-3.2470, -1.2098, 0.0668], [2.4420, -2.1314, -0.2930], [-0.1080, 0.6857, 0.4253], [-2.0216, -0.6022, 0.3963], [1.8548, -1.0998, 0.2894], [2.2525, 1.3234, 0.2163], [0.8017, 1.5625, -0.2940], [2.6721, 0.0350, 0.3087], [0.1710, -0.7141, 0.0714], [-0.9793, -1.3922, 0.0568], [-1.5901, 0.7656, 0.1552], [2.7246, 2.2519, 0.5293], [-1.7484, 1.1900, -0.9058], [-1.2265, -2.3951, -0.1212], [0.5655, 2.5581, -0.1847], [-4.0530, -0.9573, 0.6821], [2.1193, -2.9797, 0.1659], [0.0230, 0.7346, 1.5251], [2.5362, -1.9691, -1.2296], [-3.4794, -0.9303, -0.8699], [3.6150, -0.4685, 0.5997], [0.8807, 1.2598, -1.3824], [-2.0147, 1.5559, 0.6808]],
  "mulliken_charge": [-0.74, -0.66, 0.10, 0.26, 0.26, -0.94, -0.34, -0.02, -0.15, -0.44, -0.59, 0.36, 0.32, 0.51, 0.50, 0.28, 0.25, 0.46, 0.21, 0.24, 0.49, 0.26, 0.38]
}



{
  "formula": "C6H12NO",
  "method": "ωB97M-V/def2-TZVPD",
  "mol_weight_g_mol": 114.17,
  "de_lowest_kcal_mol": 49.1,
  "smiles": "CC(=O)[C@]1([NH3+])C[C@@H]1C",
  "orbital_gap_ev": 10.0,
  "charge": 1,
  "species": ["O", "N", "C", "C", "C", "C", "C", "C", "H", "H", "H", "H", "H", "H", "H", "H", "H", "H", "H", "H"],
  "xyz": [[-1.5345, 1.6539, 0.7920], [-0.0053, -1.7123, 0.2727], [0.9870, 0.4591, 1.5054], [1.4417, 1.7016, -0.7377], [0.0253, -0.1984, 0.4899], [-1.4744, 0.5855, 0.2763], [-2.5012, -0.2291, -0.3933], [1.3034, 0.5039, 0.0334], [0.7879, 1.4448, 2.1396], [1.2530, 1.5754, -1.8885], [0.0462, -2.3408, 1.0913], [1.4443, -0.2899, 2.1544], [0.6965, -2.1388, -0.3245], [0.8408, 2.6289, -0.5046], [1.9272, -0.3090, -0.3995], [-2.1263, -0.4590, -1.3573], [2.4675, 2.1620, -0.6900], [-0.8265, -2.0952, -0.1554], [-3.5032, 0.2187, -0.4563], [-2.5161, -1.2860, 0.1146]],
  "mulliken_charge": [-0.45, -0.26, -0.84, -1.59, 0.54, 0.83, -1.40, 0.24, 0.26, 0.32, 0.39, 0.26, 0.41, 0.32, 0.29, 0.47, 0.37, 0.29, 0.32, 0.26]
}



Number 4 is which compound?
C6H12N3S